Entry 1:
DFT (the ωB97M-V functional and the def2-TZVPD basis) results for a molecular structure, C47H60BCsN5O5 in a non-equilibrium geometry.

## Properties
Net charge   -1
Energy relative to the best compared isomer or geometry (same formula, charge and spin)   80.9 kJ/mol
Frontier orbital gap   0.16422 hartree
Spin multiplicity   1
HOMO energy   -2.75 eV
Energy   -2522.12008 Eh

CARTESIAN COORDINATES (ANGSTROEM)
Cs (0.6953, -0.3058, -0.2957)
C (-2.6876, -0.8094, 4.4949)
C (-1.9412, 0.4105, 4.0381)
C (-2.5819, 1.3723, 3.2673)
C (-1.9260, 2.5232, 2.8522)
C (-2.6238, 3.5367, 1.9946)
C (-0.6136, 2.7214, 3.2584)
C (0.0514, 1.7798, 4.0300)
C (1.4731, 2.0044, 4.4579)
C (-0.6200, 0.6197, 4.4038)
H (-3.3784, -1.1444, 3.7246)
H (-3.2671, -0.5743, 5.3887)
H (-2.0123, -1.6282, 4.7341)
H (-3.6110, 1.2228, 2.9788)
H (-3.3215, 3.0457, 1.3206)
H (-1.9131, 4.0971, 1.3916)
H (-3.1804, 4.2460, 2.6105)
H (-0.1030, 3.6297, 2.9674)
H (1.5460, 2.0473, 5.5452)
H (1.8614, 2.9352, 4.0472)
H (2.1018, 1.1851, 4.1083)
H (-0.1073, -0.1277, 4.9971)
O (-1.4339, 2.2636, -1.6555)
C (-0.7739, 2.9092, -2.7094)
C (0.7419, 2.8622, -2.6669)
C (1.4571, 3.5974, -3.5943)
C (2.8523, 3.5579, -3.5798)
C (3.4610, 2.7445, -2.6232)
C (2.6678, 2.0520, -1.7411)
N (1.3247, 2.1011, -1.7307)
H (-1.3017, 1.3114, -1.7574)
H (-1.0927, 3.9583, -2.6627)
H (-1.1044, 2.5001, -3.6796)
H (0.9344, 4.1957, -4.3273)
H (3.4350, 4.1309, -4.2849)
H (4.5351, 2.6565, -2.5751)
H (3.1160, 1.4056, -0.9994)
C (2.0606, -2.4069, 3.9906)
C (2.6538, -2.7935, 2.6845)
N (2.3573, -2.2704, 1.5234)
C (3.1567, -2.8967, 0.5992)
C (3.9565, -3.8251, 1.2439)
N (3.6139, -3.7404, 2.5618)
C (5.0362, -4.8037, 0.8433)
O (5.3751, -4.7997, -0.3708)
O (5.4784, -5.5007, 1.7556)
C (3.1389, -2.5417, -0.8307)
O (3.9931, -3.1433, -1.6014)
O (2.3745, -1.6924, -1.2693)
H (1.3645, -1.5839, 3.8431)
H (2.8504, -2.0974, 4.6765)
H (1.5295, -3.2502, 4.4343)
H (4.0550, -4.3239, 3.2593)
H (4.6185, -3.8852, -1.0930)
C (-5.4828, -2.0181, -0.2006)
C (-5.0741, -0.5497, -0.3561)
C (-3.7658, -0.2733, 0.3841)
C (-4.9615, -0.1031, -1.7990)
C (-5.6916, 1.0115, -2.1906)
C (-5.6705, 1.4726, -3.4930)
C (-4.9041, 0.8142, -4.4311)
C (-4.1443, -0.2887, -4.0789)
C (-3.3260, -0.9810, -5.1445)
C (-2.3095, -0.0309, -5.7778)
C (-4.2369, -1.5778, -6.2207)
C (-4.1594, -0.7533, -2.7507)
N (-3.3743, -1.8718, -2.4248)
B (-2.0083, -1.9655, -1.9182)
N (-1.7411, -3.3856, -2.0691)
C (-2.8433, -4.0287, -2.6088)
C (-3.8145, -3.1261, -2.8392)
C (-0.5456, -4.1131, -1.8671)
C (0.3911, -4.2304, -2.9129)
C (1.5545, -4.9577, -2.6964)
C (1.8264, -5.5466, -1.4811)
C (0.9087, -5.4239, -0.4611)
C (-0.2856, -4.7328, -0.6310)
C (-1.2357, -4.7646, 0.5558)
C (-1.5563, -3.3870, 1.1315)
C (-2.5237, -5.5353, 0.2458)
C (0.2640, -3.6086, -4.2944)
C (-0.9345, -4.1177, -5.1009)
C (0.3110, -2.0823, -4.2389)
H (-5.6597, -2.2404, 0.8517)
H (-4.7062, -2.6832, -0.5637)
H (-6.4006, -2.2246, -0.7504)
H (-5.8715, 0.0523, 0.1028)
H (-2.9448, -0.7984, -0.1093)
H (-3.8338, -0.6144, 1.4145)
H (-3.5371, 0.7892, 0.3671)
H (-6.3011, 1.5280, -1.4623)
H (-6.2442, 2.3436, -3.7736)
H (-4.8949, 1.1627, -5.4542)
H (-2.7705, -1.7973, -4.6805)
H (-2.8009, 0.8010, -6.2787)
H (-1.7175, -0.5712, -6.5134)
H (-1.6391, 0.3645, -5.0178)
H (-4.7767, -0.7969, -6.7533)
H (-4.9646, -2.2518, -5.7741)
H (-3.6466, -2.1393, -6.9422)
H (-2.8518, -5.0905, -2.7897)
H (-4.7993, -3.2677, -3.2504)
H (2.2752, -5.0549, -3.4949)
H (2.7493, -6.0838, -1.3298)
H (1.1213, -5.8872, 0.4933)
H (-0.7129, -5.3264, 1.3415)
H (-2.1216, -2.8000, 0.4155)
H (-0.6325, -2.8603, 1.3610)
H (-2.1397, -3.4951, 2.0464)
H (-3.1702, -4.9662, -0.4163)
H (-3.0684, -5.7377, 1.1678)
H (-2.2905, -6.4878, -0.2282)
H (1.1575, -3.9260, -4.8470)
H (-1.8779, -3.7992, -4.6702)
H (-0.9281, -5.2067, -5.1390)
H (-0.8788, -3.7398, -6.1219)
H (-0.5684, -1.6830, -3.7366)
H (0.3723, -1.6773, -5.2484)
H (1.1885, -1.7726, -3.6779)

Atomic forces in eV per Å
-2.523 1.006 1.572
-0.011 0.059 -0.020
0.025 -0.003 0.051
0.107 0.145 -0.006
-0.047 -0.051 0.049
-0.054 0.013 0.026
0.052 -0.095 0.053
-0.027 0.050 0.014
-0.020 -0.061 -0.046
-0.006 0.073 -0.050
-0.068 -0.085 -0.030
-0.062 -0.062 0.057
0.044 -0.050 0.008
-0.153 -0.078 -0.101
-0.086 0.023 -0.075
0.044 0.032 -0.044
-0.047 0.029 -0.010
0.102 0.060 -0.088
0.069 0.000 0.029
0.043 0.005 0.018
0.121 -0.006 0.036
0.037 -0.045 0.064
0.277 0.086 0.053
-0.304 0.043 -0.053
-0.196 -0.412 0.670
0.949 0.238 -0.316
-0.729 -0.405 0.471
0.177 0.474 -0.499
-0.692 -0.093 0.146
0.505 0.848 -0.917
-0.315 -0.358 -0.010
0.080 -0.130 -0.131
0.081 0.154 0.105
-0.079 0.045 -0.041
0.046 0.018 -0.071
0.092 -0.035 0.039
0.119 -0.095 0.099
0.043 -0.071 -0.007
-0.089 0.050 0.089
-0.235 0.297 -0.030
0.549 -0.612 0.591
-0.070 0.149 -0.310
0.019 -0.009 -0.275
-0.217 0.117 0.264
-0.064 0.137 -0.565
0.112 -0.145 0.238
0.643 -0.448 -0.519
0.355 -0.317 0.229
1.608 -1.203 -0.923
0.007 -0.029 -0.014
-0.067 0.052 0.114
-0.053 0.033 0.076
-0.029 0.030 -0.089
-0.226 0.243 0.001
-0.025 0.177 0.010
0.155 -0.157 0.096
-0.221 -0.068 -0.042
-0.066 -0.108 0.033
-0.073 0.043 -0.068
0.006 0.105 0.019
-0.063 0.080 -0.011
0.133 -0.258 0.189
0.041 0.003 -0.129
-0.063 -0.166 0.133
0.148 -0.041 0.183
-0.136 0.650 -0.244
-0.084 -0.700 0.032
0.830 1.551 0.308
-0.423 -0.303 -0.181
-0.546 -0.169 -0.185
-0.142 -0.410 -0.076
0.557 -0.154 0.155
0.067 -0.072 -0.093
0.017 -0.102 0.053
0.010 -0.028 0.016
0.085 -0.095 0.017
-0.018 -0.025 0.073
-0.234 0.090 -0.023
0.060 -0.230 -0.009
0.167 0.038 0.092
-0.174 0.133 -0.114
0.191 0.059 0.081
0.034 -0.230 -0.103
-0.025 -0.014 0.114
0.044 -0.089 0.017
-0.074 -0.062 -0.059
0.106 -0.003 -0.107
0.083 0.068 0.022
-0.015 -0.007 0.226
0.096 0.180 0.054
-0.055 0.008 0.146
-0.094 0.092 -0.018
0.013 0.051 -0.116
-0.052 0.106 -0.021
-0.061 0.125 -0.069
0.135 -0.014 -0.109
0.107 0.049 0.060
-0.086 0.093 -0.079
-0.092 -0.084 0.010
0.052 -0.076 -0.118
-0.059 -0.078 -0.062
-0.106 -0.142 -0.043
0.067 0.077 -0.104
0.159 -0.063 0.045
-0.032 -0.021 0.114
-0.007 0.049 -0.137
-0.035 0.151 -0.025
0.105 0.164 0.086
-0.062 0.021 0.134
-0.073 0.019 -0.014
-0.079 -0.006 0.098
-0.033 -0.102 -0.057
-0.061 -0.029 0.140
-0.052 0.029 -0.042
-0.051 -0.114 -0.032
0.022 0.041 -0.128
0.013 0.114 0.015
0.006 0.091 -0.161
0.126 0.152 0.084

Entry 2:
DFT (the ωB97M-V functional and the def2-TZVPD basis) results for a molecular structure, C47H60Br2ClO8W in a non-equilibrium geometry.

## Properties
Net charge   +1
Energy relative to the best compared isomer or geometry (same formula, charge and spin)   99.3 kJ/mol
Frontier orbital gap (alpha / beta)   0.22231 / 0.24080 hartree
Spin multiplicity   3
HOMO energy (alpha / beta)   -9.89 / -10.86 eV
Energy   -8103.79656 Eh

CARTESIAN COORDINATES (ANGSTROEM)
W (0.1592, -0.3632, -0.2828)
C (-2.9928, -1.2705, -0.0477)
O (-1.9684, -0.2686, 0.2014)
C (-2.4816, 1.0736, 0.2062)
C (-2.4728, 1.7584, 1.4259)
C (-1.9144, 1.1817, 2.7159)
C (-0.4067, 1.1961, 2.9753)
C (0.0447, 1.1329, 4.2892)
C (1.3958, 1.0964, 4.6171)
C (2.3204, 1.2156, 3.5776)
C (1.9204, 1.2882, 2.2527)
C (2.9286, 1.5771, 1.1287)
C (3.0379, 0.5184, 0.0341)
C (3.8010, -0.6182, 0.1770)
C (3.8765, -1.6002, -0.8212)
C (3.0458, -1.4732, -1.9329)
C (2.2974, -0.3185, -2.1699)
C (1.6275, -0.0881, -3.5379)
C (0.1885, -0.5523, -3.6671)
C (-0.3075, -1.4378, -4.5580)
C (-1.6989, -1.7807, -4.5604)
C (-2.5947, -0.9517, -3.8303)
C (-2.1546, -0.0670, -2.8931)
C (-2.9755, 1.0969, -2.4036)
C (-2.9833, 1.6316, -0.9601)
C (-3.6435, 2.8584, -0.8295)
C (-3.7967, 3.5125, 0.3791)
C (-3.1324, 2.9720, 1.4809)
C (-4.7546, 4.6837, 0.5689)
C (-4.0647, 5.8757, 1.2426)
C (-5.8951, 4.1826, 1.4746)
C (-5.3712, 5.1602, -0.7467)
C (-0.7178, -0.1723, -2.5447)
O (-0.2720, 0.8692, -1.7638)
C (-2.1659, -3.0138, -5.3105)
C (-1.6418, -3.0142, -6.7546)
C (-3.6892, -3.1351, -5.3488)
C (-1.5896, -4.2244, -4.5500)
C (2.3784, 0.7274, -1.2066)
O (1.9919, 1.9999, -1.5238)
C (3.0599, 2.7439, -2.1201)
C (4.9072, -2.7167, -0.6870)
C (4.9393, -3.6224, -1.9188)
C (6.2923, -2.0730, -0.5149)
C (4.6051, -3.5803, 0.5465)
C (0.5544, 1.2199, 1.9793)
O (0.1541, 1.2649, 0.6597)
C (1.8113, 0.9426, 6.0815)
C (3.3228, 0.7630, 6.2294)
C (1.3822, 2.1976, 6.8538)
C (1.1199, -0.2968, 6.6706)
H (-3.5812, -0.9865, -0.9143)
H (-3.6222, -1.3378, 0.8378)
H (-2.4829, -2.2106, -0.2299)
H (-2.2728, 0.1522, 2.8114)
H (-2.3666, 1.7334, 3.5396)
H (-0.6979, 1.1163, 5.0792)
H (3.3802, 1.2537, 3.7932)
H (3.9081, 1.7241, 1.5824)
H (2.6140, 2.5088, 0.6594)
H (4.3450, -0.7528, 1.1046)
H (3.0312, -2.2467, -2.6904)
H (2.2269, -0.5879, -4.2981)
H (1.6264, 0.9856, -3.7322)
H (0.3479, -1.8805, -5.2985)
H (-3.6526, -0.9919, -4.0600)
H (-4.0127, 0.9173, -2.6971)
H (-2.6355, 1.9499, -3.0016)
H (-4.0810, 3.2794, -1.7259)
H (-3.1575, 3.4944, 2.4294)
H (-3.6109, 5.6037, 2.1959)
H (-4.8004, 6.6575, 1.4374)
H (-3.2891, 6.2920, 0.5975)
H (-5.5358, 3.9564, 2.4795)
H (-6.3488, 3.2794, 1.0624)
H (-6.6689, 4.9479, 1.5559)
H (-4.6112, 5.5401, -1.4326)
H (-6.0668, 5.9736, -0.5384)
H (-5.9339, 4.3663, -1.2408)
H (-1.9595, -2.1098, -7.2762)
H (-2.0388, -3.8756, -7.2929)
H (-0.5544, -3.0722, -6.7975)
H (-4.1391, -2.2941, -5.8801)
H (-4.1172, -3.1939, -4.3466)
H (-3.9643, -4.0472, -5.8787)
H (-0.4981, -4.2125, -4.5685)
H (-1.9341, -5.1536, -5.0074)
H (-1.9125, -4.2110, -3.5065)
H (3.9531, 2.7193, -1.4903)
H (2.7058, 3.7660, -2.2169)
H (3.3128, 2.3444, -3.1056)
H (5.1642, -3.0625, -2.8288)
H (3.9916, -4.1505, -2.0496)
H (5.7168, -4.3752, -1.7906)
H (6.5363, -1.4306, -1.3633)
H (7.0522, -2.8523, -0.4438)
H (6.3453, -1.4744, 0.3948)
H (3.6088, -4.0159, 0.4891)
H (4.6749, -3.0057, 1.4705)
H (5.3255, -4.3986, 0.5968)
H (3.8656, 1.6498, 5.8966)
H (3.6743, -0.1021, 5.6627)
H (3.5680, 0.6031, 7.2796)
H (1.8309, 3.0902, 6.4137)
H (1.7048, 2.1284, 7.8944)
H (0.2987, 2.3234, 6.8400)
H (1.3425, -1.1767, 6.0655)
H (0.0371, -0.1754, 6.7126)
H (1.4811, -0.4784, 7.6843)
O (1.4681, -4.8424, -0.0947)
Cl (0.7412, -3.7713, -0.7859)
O (-0.5850, -3.6112, -0.1820)
O (-0.5118, -1.4059, -1.6654)
O (1.2506, -1.4229, 0.4808)
Br (2.2525, -2.4280, 3.4442)
C (0.5894, -3.2960, 3.0179)
Br (-0.8064, -2.0365, 2.5731)
H (0.2559, -3.8316, 3.8961)
H (0.7462, -3.9493, 2.1695)

Atomic forces in eV per Å
0.327 0.433 0.427
0.023 -0.304 0.116
0.265 0.643 0.009
-0.408 0.103 0.065
-0.089 -0.176 0.112
0.288 -0.082 -0.177
-0.266 0.012 -0.054
0.039 0.070 -0.023
0.023 -0.010 0.000
-0.059 -0.086 0.026
0.173 0.123 -0.265
-0.340 -0.350 0.050
0.130 0.422 0.008
-0.066 -0.066 0.035
0.046 0.076 -0.052
0.108 0.056 0.073
0.082 0.331 -0.190
-0.311 -0.098 0.245
0.401 -0.009 0.304
-0.094 0.084 -0.135
-0.038 0.081 0.032
0.017 -0.098 0.052
0.012 -0.003 -0.179
0.136 -0.168 0.310
0.006 -0.183 -0.125
-0.052 -0.013 0.020
0.023 -0.049 -0.004
0.038 0.084 -0.034
-0.053 0.093 0.054
0.021 -0.038 -0.065
0.020 0.036 -0.014
0.076 -0.008 0.031
-0.327 0.386 -1.017
-0.048 -0.476 -0.541
0.078 0.012 -0.051
-0.018 0.053 0.055
0.052 0.025 0.000
-0.035 0.029 -0.027
-0.015 -0.144 0.046
0.062 0.001 -0.126
0.029 -0.015 0.059
-0.018 -0.141 0.080
-0.062 0.039 0.050
-0.032 0.018 -0.057
-0.017 0.038 -0.042
0.405 0.488 0.380
-0.019 -0.186 0.140
-0.046 0.057 -0.062
-0.075 0.056 -0.040
0.046 -0.029 -0.002
0.065 0.037 -0.023
0.040 0.050 -0.014
0.034 0.063 0.027
0.019 0.003 0.019
0.007 -0.003 0.068
-0.075 -0.046 -0.007
0.003 -0.066 -0.002
-0.003 0.003 0.009
0.009 0.009 -0.004
0.128 0.064 0.024
0.046 -0.007 -0.030
0.029 0.020 -0.025
0.017 0.060 -0.035
0.115 -0.001 -0.029
0.004 -0.030 0.026
0.004 -0.020 -0.005
-0.001 0.011 -0.022
-0.087 0.046 0.014
-0.011 -0.011 0.002
-0.055 -0.055 0.026
0.006 0.010 -0.002
0.018 0.016 0.008
0.022 -0.006 0.023
-0.003 -0.023 -0.003
-0.017 0.008 0.003
0.009 0.004 0.023
-0.015 -0.030 -0.031
0.008 0.011 -0.016
0.002 0.012 -0.020
0.007 -0.022 -0.039
0.013 -0.012 0.010
-0.003 -0.003 -0.023
-0.043 -0.010 0.022
-0.013 0.020 -0.005
-0.003 0.000 -0.001
-0.001 -0.024 -0.008
0.026 -0.007 -0.003
-0.016 -0.030 -0.007
-0.009 0.034 0.016
-0.011 -0.004 -0.018
0.004 0.001 -0.001
-0.009 -0.015 -0.009
0.018 -0.021 -0.035
-0.004 -0.006 -0.003
0.016 -0.006 0.003
-0.003 -0.003 -0.007
0.020 0.012 -0.010
0.001 0.000 0.030
-0.004 -0.006 -0.003
0.024 0.023 0.047
0.033 -0.024 -0.007
0.037 0.000 0.023
0.008 -0.012 -0.003
0.008 0.009 0.027
-0.031 0.003 0.009
0.000 0.000 0.012
-0.004 -0.029 0.029
0.001 -0.012 0.015
-0.044 0.021 0.018
0.564 0.092 -0.359
-0.485 -1.070 0.452
-0.208 0.164 -0.287
0.093 0.061 0.269
-0.451 -0.095 -0.095
-0.035 -0.059 0.025
0.094 0.121 -0.060
-0.300 -0.319 0.503
-0.013 -0.021 -0.016
-0.031 0.005 -0.014